(1)
# C7H4N4

One molecule with the formula C7H4N4 in a non-equilibrium geometry (wB97M-V/def2-TZVPD, the OMol25 dataset).

Each atom is followed by the atoms it is bonded to, with distances in Å.
CARTESIAN COORDINATES (ANGSTROEM)
1 N 2.4333 2.9739 -0.7925  C2 1.194
2 C 1.8354 1.9543 -0.6208  N1 1.194, C3 1.523
3 C 1.0443 0.6916 -0.3066  C2 1.523, C4 1.488, C11 1.408
4 C 1.5291 -0.4680 -1.1029  C3 1.488, N5 1.316, H12 1.198
5 N 0.7307 -1.5084 -0.9975  C4 1.316, N6 1.388
6 N -0.1655 -1.0695 -0.0320  N5 1.388, C7 1.431, C11 1.313
7 C -1.2863 -1.9151 0.2437  N6 1.431, C8 1.386, H13 1.083
8 C -2.2079 -1.2570 1.0427  C7 1.386, C9 1.418, H14 1.174
9 C -2.0896 0.1389 1.2641  C8 1.418, N10 1.242, H15 1.109
10 N -1.1925 0.9005 0.8674  C9 1.242, C11 1.410
11 C -0.0928 0.1843 0.3520  C3 1.408, N6 1.313, N10 1.410
12 H 2.5831 -0.7635 -1.5896  C4 1.198
13 H -1.3677 -2.9705 0.0154  C7 1.083
14 H -3.2146 -1.8049 1.2984  C8 1.174
15 H -3.0351 0.4893 1.7253  C9 1.109

Multiplicity   1
HOMO-LUMO gap   0.3178 hartree
E_HOMO   -0.335 hartree
SMILES string   N#Cc1cnn2cccnc12
Total charge   0
LUMO level   -0.471 eV

Which charges does Mulliken predict for the atoms? In e, they are: atom 1 (N): -0.50, atom 2 (C): 0.09, atom 3 (C): 0.02, atom 4 (C): -0.11, atom 5 (N): -0.96, atom 6 (N): 0.61, atom 7 (C): -0.08, atom 8 (C): -0.45, atom 9 (C): 0.19, atom 10 (N): -0.53, atom 11 (C): 0.39, atom 12 (H): 0.35, atom 13 (H): 0.40, atom 14 (H): 0.26, atom 15 (H): 0.34

(2)
# C4H12O4

A 4-piece molecular cluster, C4H12O4 overall in a non-equilibrium geometry (wB97M-V/def2-TZVPD, the OMol25 dataset).

Each atom is followed by the atoms it is bonded to, with distances in Å.
CARTESIAN COORDINATES (ANGSTROEM)
1 C 0.7414 2.4033 -1.0780  C2 1.335, H6 1.083, H7 1.140
2 C 0.5928 1.7138 0.0556  C1 1.335, C3 1.465, H8 0.981
3 C -0.7266 1.6339 0.6874  C2 1.465, C4 1.376, O5 1.367
4 C -1.2537 2.5426 1.5759  C3 1.376, H9 1.025, H10 1.065
5 O -1.4174 0.5794 0.1599  C3 1.367, H11 1.115
6 H -0.0235 2.9722 -1.5930  C1 1.083
7 H 1.7041 2.3671 -1.6879  C1 1.140
8 H 1.2556 1.0856 0.4147  C2 0.981
9 H -2.2121 2.4226 1.9203  C4 1.025
10 H -0.7625 3.4848 1.6448  C4 1.065
11 H -1.8822 0.1852 1.0939  O5 1.115
12 O -2.4648 -0.8275 1.9385  H13 0.874, H14 0.945
13 H -2.3126 -1.6215 1.6073  O12 0.874
14 H -1.9953 -0.7168 2.7508  O12 0.945
15 O 3.9984 -3.8690 -3.2825  H16 0.948, H17 1.011
16 H 4.7434 -3.5025 -2.8253  O15 0.948
17 H 4.1310 -3.7068 -4.2716  O15 1.011
18 O -1.0608 -2.4310 0.5530  H19 0.980, H20 1.041
19 H -0.2123 -2.9201 0.5779  O18 0.980
20 H -0.8427 -1.7953 -0.2416  O18 1.041

Multiplicity   1
HOMO-LUMO gap   0.3202 hartree
E_HOMO   -0.304 hartree
SMILES string   C=CC(=C)O.O.O.O
Total charge   0
LUMO level   0.427 eV

Which charges does Mulliken predict for the atoms? In e, they are: atom 1 (C): -0.54, atom 2 (C): -0.55, atom 3 (C): 0.43, atom 4 (C): -0.89, atom 5 (O): -0.53, atom 6 (H): 0.29, atom 7 (H): 0.22, atom 8 (H): 0.42, atom 9 (H): 0.38, atom 10 (H): 0.30, atom 11 (H): 0.40, atom 12 (O): -0.59, atom 13 (H): 0.33, atom 14 (H): 0.34, atom 15 (O): -0.65, atom 16 (H): 0.32, atom 17 (H): 0.33, atom 18 (O): -0.70, atom 19 (H): 0.32, atom 20 (H): 0.36

(3)
# C9H24N3Si

An isolated ion of composition C9H24N3Si and charge +1 in a non-equilibrium geometry (wB97M-V/def2-TZVPD, the OMol25 dataset).

Each atom is followed by the atoms it is bonded to, with distances in Å.
CARTESIAN COORDINATES (ANGSTROEM)
1 C -0.0384 2.1385 -1.7149  C2 1.491, H14 1.123, H15 1.065, H16 1.168
2 C -0.0915 1.9577 -0.2356  C1 1.491, Si3 1.985, H17 1.063, H18 1.101
3 Si -0.3500 0.1093 0.4398  C2 1.985, C4 1.910, C5 1.876, C10 1.993
4 C -0.3775 0.3290 2.3371  Si3 1.910, H19 1.091, H20 0.989, H21 1.136
5 C 1.1935 -0.8978 0.0899  Si3 1.876, N6 1.446, H22 1.052, H23 1.058
6 N 2.3624 -0.1433 0.4833  C5 1.446, C7 1.309, H24 0.979
7 C 3.5963 -0.3605 0.1034  N6 1.309, N8 1.344, N9 1.336
8 N 4.5716 0.5489 0.2706  C7 1.344, H25 1.082, H26 0.990
9 N 3.9187 -1.4631 -0.5789  C7 1.336, H27 0.966, H28 1.054
10 C -2.0517 -0.6013 -0.3159  Si3 1.993, C11 1.464, C12 1.512, C13 1.612
11 C -3.1376 0.3137 0.0395  C10 1.464, H29 1.166, H30 1.116, H31 1.157
12 C -2.0525 -0.9962 -1.7757  C10 1.512, H32 1.123, H33 1.132, H34 1.104
13 C -2.2096 -1.8983 0.6281  C10 1.612, H35 1.147, H36 1.016, H37 1.028
14 H 0.7764 1.6310 -2.2982  C1 1.123
15 H -0.9045 1.9488 -2.3041  C1 1.065
16 H -0.0174 3.3006 -1.8335  C1 1.168
17 H -0.9458 2.5293 0.0355  C2 1.063
18 H 0.7724 2.3504 0.3219  C2 1.101
19 H -1.1707 1.0641 2.4824  C4 1.091
20 H -0.6742 -0.4553 2.8615  C4 0.989
21 H 0.6115 0.6608 2.7872  C4 1.136
22 H 1.3104 -1.1776 -0.9177  C5 1.052
23 H 1.2604 -1.8400 0.5666  C5 1.058
24 H 2.0898 0.6997 0.8993  N6 0.979
25 H 5.5970 0.3687 -0.0255  N8 1.082
26 H 4.5662 1.4220 0.7377  N8 0.990
27 H 4.8767 -1.5814 -0.5445  N9 0.966
28 H 3.1944 -2.0859 -1.0245  N9 1.054
29 H -3.3395 0.2079 1.1832  C11 1.166
30 H -2.9097 1.4025 -0.0544  C11 1.116
31 H -4.1039 0.1371 -0.5723  C11 1.157
32 H -1.1368 -1.6351 -1.8936  C12 1.123
33 H -2.0659 -0.0426 -2.3857  C12 1.132
34 H -2.8374 -1.6556 -2.1847  C12 1.104
35 H -1.5675 -2.6851 0.0948  C13 1.147
36 H -2.0884 -1.6975 1.6166  C13 1.016
37 H -3.1962 -2.1193 0.4447  C13 1.028

Multiplicity   1
HOMO-LUMO gap   0.3333 hartree
E_HOMO   -0.439 hartree
SMILES string   CC[Si@](C)(C[NH+]=C(N)N)C(C)(C)C
Total charge   +1
LUMO level   -2.883 eV

Which charges does Mulliken predict for the atoms? In e, they are: atom 1 (C): -1.26, atom 2 (C): -0.48, atom 3 (Si): -0.28, atom 4 (C): -1.33, atom 5 (C): -1.28, atom 6 (N): -0.02, atom 7 (C): 0.84, atom 8 (N): -0.44, atom 9 (N): -0.34, atom 10 (C): 1.65, atom 11 (C): -1.50, atom 12 (C): -1.49, atom 13 (C): -2.03, atom 14 (H): 0.27, atom 15 (H): 0.31, atom 16 (H): 0.34, atom 17 (H): 0.46, atom 18 (H): 0.49, atom 19 (H): 0.38, atom 20 (H): 0.51, atom 21 (H): 0.37, atom 22 (H): 0.64, atom 23 (H): 0.86, atom 24 (H): 0.05, atom 25 (H): 0.21, atom 26 (H): 0.20, atom 27 (H): 0.17, atom 28 (H): 0.25, atom 29 (H): 0.32, atom 30 (H): 0.31, atom 31 (H): 0.36, atom 32 (H): 0.31, atom 33 (H): 0.27, atom 34 (H): 0.41, atom 35 (H): 0.37, atom 36 (H): 0.50, atom 37 (H): 0.61

(4)
# C4H6N2O

A 2-piece molecular cluster, C4H6N2O overall in a non-equilibrium geometry (wB97M-V/def2-TZVPD, the OMol25 dataset).

Each atom is followed by the atoms it is bonded to, with distances in Å.
CARTESIAN COORDINATES (ANGSTROEM)
1 H -2.9540 0.7507 -1.4138  N2 1.016
2 N -2.0809 0.4805 -0.9694  H1 1.016, C3 1.261
3 C -2.2580 0.2596 0.2595  N2 1.261, O4 1.345, H7 1.086
4 O -1.2759 -0.1183 1.0979  C3 1.345, C5 1.376
5 C -0.0578 -0.4378 0.5424  O4 1.376, C6 1.323, H8 1.086
6 C 1.0326 -0.3955 1.2905  C5 1.323, H9 1.083, H10 1.082
7 H -3.1819 0.3359 0.8257  C3 1.086
8 H -0.1063 -0.7375 -0.5002  C5 1.086
9 H 0.9918 -0.0245 2.3069  C6 1.083
10 H 1.9839 -0.7364 0.9046  C6 1.082
11 C 2.6103 0.1989 -1.4563  N12 1.153, H13 1.069
12 N 3.6709 0.5525 -1.1735  C11 1.153
13 H 1.6254 -0.1281 -1.7143  C11 1.069

Multiplicity   1
HOMO-LUMO gap   0.3877 hartree
E_HOMO   -0.356 hartree
SMILES string   [H]/N=C/OC=C.C#N
Total charge   0
LUMO level   0.866 eV

Which charges does Mulliken predict for the atoms? In e, they are: atom 1 (H): 0.23, atom 2 (N): -0.58, atom 3 (C): 0.09, atom 4 (O): -0.36, atom 5 (C): -0.05, atom 6 (C): -0.55, atom 7 (H): 0.37, atom 8 (H): 0.30, atom 9 (H): 0.25, atom 10 (H): 0.27, atom 11 (C): 0.18, atom 12 (N): -0.36, atom 13 (H): 0.21

(5)
# C2H8S2Si

A 2-piece molecular cluster, C2H8S2Si overall in a non-equilibrium geometry (wB97M-V/def2-TZVPD, the OMol25 dataset).

Each atom is followed by the atoms it is bonded to, with distances in Å.
CARTESIAN COORDINATES (ANGSTROEM)
1 C 0.2507 -2.0192 -1.0605  S5 1.808, H6 1.196, H7 1.088, H8 1.135
2 C -0.9190 1.1551 0.6344  Si3 1.925, S4 1.693, H9 1.059
3 Si 0.9212 0.9667 1.1652  C2 1.925, H10 1.511, H11 1.431, H12 1.688
4 S -1.5930 2.5090 -0.1265  C2 1.693, H13 1.323
5 S 0.1416 -0.3111 -1.6438  C1 1.808
6 H -0.0621 -2.8462 -1.8666  C1 1.196
7 H -0.2737 -2.0794 -0.1091  C1 1.088
8 H 1.3487 -2.2884 -0.9542  C1 1.135
9 H -1.5825 0.3323 0.6949  C2 1.059
10 H 1.1012 2.2713 1.9053  Si3 1.511
11 H 1.8995 0.7710 0.1392  Si3 1.431
12 H 1.1783 -0.3532 2.1849  Si3 1.688
13 H -2.4109 1.8923 -0.9631  S4 1.323

Multiplicity   1
HOMO-LUMO gap (alpha / beta)   0.2287 / 0.2274 hartree
E_HOMO (alpha / beta)   -0.293 / -0.292 hartree
Total charge   0
LUMO level (alpha / beta)   -1.750 / -1.764 eV

Which charges does Mulliken predict for the atoms? In e, they are: atom 1 (C): -0.67, atom 2 (C): -0.41, atom 3 (Si): 0.41, atom 4 (S): -0.09, atom 5 (S): -0.27, atom 6 (H): 0.25, atom 7 (H): 0.22, atom 8 (H): 0.24, atom 9 (H): 0.44, atom 10 (H): -0.16, atom 11 (H): -0.06, atom 12 (H): -0.04, atom 13 (H): 0.16

(6)
# C10H11F

One molecule with the formula C10H11F in a non-equilibrium geometry (wB97M-V/def2-TZVPD, the OMol25 dataset).

Each atom is followed by the atoms it is bonded to, with distances in Å.
CARTESIAN COORDINATES (ANGSTROEM)
1 C 2.4725 0.5786 1.7159  C2 1.365, H12 1.098, H13 1.179
2 C 2.2275 -0.6540 1.1835  C1 1.365, C3 1.418, H14 1.129
3 C 1.3121 -0.9599 0.1444  C2 1.418, C4 1.305, H15 1.084
4 C 0.5517 -2.0178 0.0658  C3 1.305, C5 1.462, H16 1.226
5 C -0.6037 -2.1916 -0.8124  C4 1.462, C6 1.339, H17 1.142
6 C -1.1411 -1.1639 -1.4813  C5 1.339, C7 1.502, H18 1.142
7 C -0.7167 0.2668 -1.6491  C6 1.502, C8 1.381, H19 1.105
8 C -0.8623 1.3383 -0.7902  C7 1.381, F9 1.288, C10 1.421
9 F -0.1059 2.3025 -1.1850  C8 1.288
10 C -1.2443 1.0386 0.5454  C8 1.421, C11 1.337, H20 1.091
11 C -0.9151 1.7952 1.5968  C10 1.337, H21 1.092, H22 1.063
12 H 3.0683 0.5636 2.6376  C1 1.098
13 H 2.4447 1.4715 0.9458  C1 1.179
14 H 2.5691 -1.4194 1.9398  C2 1.129
15 H 1.1718 -0.2590 -0.6707  C3 1.084
16 H 0.6770 -2.8011 1.0004  C4 1.226
17 H -1.2517 -3.1266 -0.9152  C5 1.142
18 H -2.1414 -1.3881 -1.9847  C6 1.142
19 H -0.3099 0.4201 -2.6655  C7 1.105
20 H -1.7373 0.0714 0.4330  C10 1.091
21 H -1.3288 1.4799 2.5571  C11 1.092
22 H -0.5573 2.7956 1.5779  C11 1.063

Multiplicity   1
HOMO-LUMO gap   0.3109 hartree
E_HOMO   -0.303 hartree
SMILES string   C=C/C=C/C=C\C=C(\F)C=C
Total charge   0
LUMO level   0.221 eV

Which charges does Mulliken predict for the atoms? In e, they are: atom 1 (C): -0.70, atom 2 (C): -0.44, atom 3 (C): 0.09, atom 4 (C): -0.20, atom 5 (C): -0.17, atom 6 (C): -0.42, atom 7 (C): -0.79, atom 8 (C): 0.76, atom 9 (F): -0.30, atom 10 (C): -0.01, atom 11 (C): -1.03, atom 12 (H): 0.29, atom 13 (H): 0.21, atom 14 (H): 0.23, atom 15 (H): 0.60, atom 16 (H): 0.12, atom 17 (H): 0.25, atom 18 (H): 0.23, atom 19 (H): 0.28, atom 20 (H): 0.41, atom 21 (H): 0.26, atom 22 (H): 0.33